(1)
C47H62CdI2O9S | ωB97M-V/def2-TZVPD

Properties
- Gap between HOMO and LUMO: 6.066 eV
- Electronic energy: -99779.34402 eV
- E_HOMO: -0.08426 hartree
- Net charge: -2

Atoms and positions in Å:
Cd 0.05 -1.08 0.81
C -3.77 -1.18 -0.61
O -2.44 -0.71 -0.70
C -2.21 0.11 -1.78
C -2.33 1.49 -1.61
C -2.58 2.08 -0.24
C -1.34 2.75 0.33
C -1.45 3.99 0.94
C -0.36 4.64 1.50
C 0.89 4.05 1.27
C 1.04 2.84 0.62
C 2.41 2.44 0.12
C 2.93 1.05 0.39
C 3.62 0.79 1.56
C 4.25 -0.44 1.80
C 4.05 -1.43 0.86
C 3.32 -1.24 -0.32
C 3.09 -2.46 -1.21
C 2.14 -2.37 -2.38
C 2.64 -2.52 -3.67
C 1.85 -2.48 -4.81
C 0.49 -2.28 -4.61
C -0.06 -2.15 -3.35
C -1.55 -1.92 -3.16
C -1.85 -0.44 -3.00
C -1.69 0.42 -4.09
C -1.86 1.79 -3.98
C -2.16 2.31 -2.71
C -1.74 2.74 -5.17
C -0.57 3.70 -4.94
C -1.51 2.00 -6.48
C -3.04 3.55 -5.30
C 0.75 -2.24 -2.18
O 0.18 -2.26 -1.01
C 2.40 -2.66 -6.22
C 3.89 -2.97 -6.23
C 1.67 -3.82 -6.92
C 2.18 -1.37 -7.03
C 2.83 0.04 -0.58
O 2.27 0.36 -1.80
C 3.24 0.58 -2.80
C 5.21 -0.60 2.98
C 4.67 0.08 4.24
C 5.48 -2.07 3.30
C 6.53 0.07 2.57
C -0.10 2.07 0.28
O -0.02 0.85 -0.13
C -0.47 5.90 2.36
C 0.38 7.04 1.77
C -1.91 6.39 2.48
C 0.04 5.58 3.77
H -4.45 -0.36 -0.33
H -3.78 -1.94 0.17
H -4.10 -1.60 -1.56
H -2.91 1.29 0.44
H -3.37 2.82 -0.31
H -2.44 4.45 0.99
H 1.79 4.58 1.58
H 3.14 3.16 0.51
H 2.39 2.56 -0.97
H 3.69 1.59 2.29
H 4.44 -2.43 1.03
H 2.74 -3.24 -0.53
H 4.07 -2.77 -1.59
H 3.71 -2.66 -3.76
H -0.19 -2.23 -5.46
H -1.87 -2.44 -2.27
H -2.09 -2.31 -4.03
H -1.40 -0.02 -5.03
H -2.24 3.38 -2.56
H 0.37 3.15 -4.91
H -0.67 4.24 -4.00
H -0.51 4.44 -5.75
H -0.58 1.43 -6.46
H -1.44 2.72 -7.30
H -2.33 1.31 -6.70
H -3.18 4.22 -4.45
H -3.90 2.89 -5.36
H -3.01 4.17 -6.21
H 4.11 -3.88 -5.66
H 4.47 -2.16 -5.80
H 4.24 -3.13 -7.26
H 1.72 -4.72 -6.30
H 2.13 -4.04 -7.89
H 0.62 -3.59 -7.09
H 2.74 -0.55 -6.59
H 1.12 -1.09 -7.04
H 2.50 -1.50 -8.07
H 3.87 -0.30 -2.95
H 3.89 1.43 -2.54
H 2.70 0.79 -3.72
H 3.67 -0.30 4.47
H 4.60 1.17 4.12
H 5.33 -0.12 5.08
H 4.55 -2.61 3.44
H 6.07 -2.13 4.22
H 6.05 -2.55 2.51
H 6.38 1.13 2.36
H 6.93 -0.39 1.66
H 7.28 -0.02 3.36
H 0.06 7.26 0.75
H 1.44 6.77 1.74
H 0.28 7.94 2.37
H -2.32 6.65 1.50
H -1.94 7.29 3.10
H -2.55 5.64 2.94
H 1.08 5.24 3.75
H -0.55 4.78 4.21
H -0.02 6.46 4.42
I -4.02 0.47 3.12
C -2.09 1.35 3.33
I -0.42 -0.11 3.47
H -2.13 1.92 4.26
H -1.96 2.02 2.48
O -1.71 -2.84 1.13
H -1.17 -3.19 0.40
H -1.25 -3.13 1.96
O 1.39 -1.55 3.77
S 1.14 -2.89 3.10
O -0.25 -3.30 3.36
O 1.30 -2.64 1.63
O 2.10 -3.86 3.57


(2)
C47H63BaN2PS2 | ωB97M-V/def2-TZVPD

Properties
- Gap between HOMO and LUMO: 7.758 eV
- Electronic energy: -84386.32074 eV
- E_HOMO: -0.49529 hartree
- Net charge: +2

Atoms and positions in Å:
Ba -0.58 -0.18 -0.46
C 3.06 0.54 1.50
C 3.48 0.02 0.13
C 4.80 -0.75 0.22
C 2.45 -0.88 -0.53
C 1.85 -1.94 0.15
C 1.00 -2.84 -0.50
C 0.50 -4.04 0.28
C 0.09 -3.70 1.72
C 1.58 -5.13 0.30
C 0.70 -2.68 -1.88
C 1.38 -1.67 -2.60
C 2.18 -0.76 -1.88
C 1.58 -1.57 -4.11
C 2.88 -2.34 -4.43
C 0.50 -1.96 -5.10
C -0.17 -3.67 -2.61
C 0.51 -4.75 -3.18
C -0.14 -5.66 -3.99
C -1.49 -5.50 -4.26
C -2.18 -4.46 -3.66
C -1.56 -3.55 -2.80
P -2.62 -2.36 -1.86
C -3.80 -3.42 -0.84
C -4.58 -4.51 -1.58
C -4.77 -2.48 -0.12
C -2.95 -4.13 0.22
C -3.61 -1.32 -3.09
C -2.66 -0.93 -4.22
C -4.87 -1.95 -3.71
C -4.01 -0.03 -2.36
H 3.86 1.16 1.91
H 2.88 -0.27 2.21
H 2.15 1.15 1.44
H 3.62 0.88 -0.53
H 4.70 -1.61 0.88
H 5.59 -0.11 0.62
H 5.12 -1.11 -0.76
H 2.09 -2.10 1.19
H -0.37 -4.43 -0.24
H 0.96 -3.54 2.36
H -0.47 -4.53 2.15
H -0.54 -2.81 1.79
H 2.49 -4.76 0.78
H 1.83 -5.46 -0.71
H 1.23 -5.99 0.86
H 2.69 0.02 -2.44
H 1.80 -0.51 -4.30
H 2.72 -3.41 -4.32
H 3.70 -2.04 -3.79
H 3.17 -2.15 -5.47
H 0.25 -3.02 -5.07
H 0.87 -1.75 -6.10
H -0.41 -1.39 -4.97
H 1.57 -4.85 -3.00
H 0.41 -6.49 -4.43
H -2.00 -6.18 -4.92
H -3.24 -4.38 -3.85
H -5.19 -4.13 -2.40
H -5.26 -4.98 -0.86
H -3.93 -5.29 -1.96
H -5.50 -2.02 -0.78
H -4.24 -1.69 0.42
H -5.33 -3.06 0.62
H -2.29 -4.86 -0.23
H -3.62 -4.66 0.91
H -2.36 -3.42 0.81
H -2.38 -1.80 -4.82
H -1.75 -0.46 -3.83
H -3.15 -0.21 -4.87
H -4.65 -2.86 -4.26
H -5.29 -1.23 -4.42
H -5.64 -2.16 -2.97
H -3.12 0.54 -2.04
H -4.64 -0.19 -1.49
H -4.55 0.62 -3.05
S -0.72 0.77 2.42
C -0.29 2.38 2.56
N 0.18 2.91 3.67
C 0.23 4.37 3.82
C -0.93 4.96 3.05
N -0.82 4.54 1.65
C -1.04 5.59 0.64
C 0.04 6.64 0.73
C 1.37 6.30 0.48
C 2.36 7.26 0.58
C 2.03 8.57 0.93
C 0.71 8.91 1.17
C -0.28 7.95 1.08
C -0.44 3.32 1.38
S -0.04 2.78 -0.16
C 0.54 2.08 4.84
C 1.67 2.69 5.61
C 2.92 2.84 5.01
C 3.97 3.41 5.71
C 3.78 3.83 7.02
C 2.54 3.67 7.63
C 1.49 3.10 6.92
H 1.18 4.76 3.46
H 0.15 4.60 4.88
H -0.86 6.05 3.07
H -1.89 4.66 3.46
H -2.02 6.03 0.85
H -1.07 5.11 -0.34
H 1.62 5.29 0.19
H 3.39 7.00 0.39
H 2.80 9.32 1.01
H 0.45 9.93 1.44
H -1.32 8.22 1.26
H 0.81 1.09 4.45
H -0.35 1.95 5.46
H 3.07 2.51 3.99
H 4.93 3.53 5.24
H 4.60 4.27 7.57
H 2.40 3.99 8.65
H 0.52 2.98 7.40


(3)
C47H63IN8NaO4P4S2Se2 | ωB97M-V/def2-TZVPD

Properties
- Gap between HOMO and LUMO: 7.008 eV
- Electronic energy: -271918.52803 eV
- E_HOMO: -0.18768 hartree
- Net charge: -1

Atoms and positions in Å:
Na -1.06 -0.02 -1.91
Se 4.05 0.49 4.36
P 2.68 1.88 3.55
C 1.61 2.51 4.87
C 0.23 2.65 4.75
C -0.51 3.08 5.84
C 0.12 3.39 7.04
C 1.49 3.27 7.15
C 2.23 2.83 6.07
C 3.58 3.34 2.94
C 3.49 4.60 3.50
C 4.29 5.62 3.01
C 5.17 5.39 1.97
C 5.26 4.13 1.41
C 4.47 3.10 1.89
C 1.63 1.37 2.20
C 1.30 0.21 1.48
N 0.31 0.55 0.65
N 0.05 1.82 0.84
N 0.82 2.35 1.76
P 1.82 -1.49 1.53
Se 1.30 -2.72 -0.08
C 1.09 -2.13 3.08
C 0.82 -1.30 4.16
C 0.20 -1.82 5.28
C -0.16 -3.16 5.33
C 0.10 -3.98 4.25
C 0.73 -3.47 3.13
C 3.62 -1.46 1.67
C 4.30 -2.39 2.45
C 5.68 -2.36 2.48
C 6.37 -1.42 1.73
C 5.69 -0.54 0.92
C 4.31 -0.56 0.88
H -0.25 2.44 3.81
H -1.58 3.18 5.75
H -0.47 3.73 7.88
H 1.99 3.51 8.08
H 3.31 2.70 6.15
H 2.80 4.79 4.31
H 4.22 6.61 3.46
H 5.79 6.19 1.60
H 5.94 3.94 0.59
H 4.54 2.11 1.48
H 1.09 -0.26 4.13
H -0.01 -1.17 6.12
H -0.65 -3.56 6.20
H -0.18 -5.03 4.28
H 0.92 -4.10 2.26
H 3.74 -3.09 3.05
H 6.22 -3.06 3.11
H 7.45 -1.38 1.79
H 6.24 0.18 0.32
H 3.75 0.13 0.25
N -2.39 2.65 0.09
C -3.20 1.75 -0.45
O -2.82 0.70 -0.95
C -4.67 2.09 -0.35
I -5.79 0.97 -1.77
H -1.38 2.42 0.21
H -2.76 3.48 0.53
H -4.87 3.15 -0.54
H -5.04 1.81 0.64
N 1.11 -1.67 -3.35
C 0.25 -1.70 -4.12
H 1.76 -1.61 -2.59
C 0.48 5.98 -2.68
C 0.59 4.71 -1.85
C 0.27 4.98 -0.38
O -0.35 3.76 -2.35
P 0.11 2.52 -3.27
S -1.60 1.74 -3.87
S 1.54 1.50 -2.36
O 0.74 3.41 -4.50
C 1.59 2.96 -5.54
C 3.05 3.06 -5.10
C 1.25 1.56 -6.03
H 1.15 6.75 -2.28
H -0.54 6.35 -2.63
H 0.73 5.78 -3.71
H 1.60 4.28 -1.94
H -0.76 5.31 -0.28
H 0.94 5.75 0.00
H 0.41 4.07 0.20
H 1.42 3.69 -6.35
H 3.22 2.40 -4.26
H 3.27 4.08 -4.79
H 3.71 2.79 -5.92
H 1.47 0.83 -5.25
H 1.84 1.33 -6.92
H 0.19 1.50 -6.27
O -1.42 -1.93 -1.66
P -2.58 -2.82 -1.80
N -3.84 -2.10 -2.61
C -3.44 -1.43 -3.86
C -4.61 -1.62 -4.82
C -5.26 -2.90 -4.32
C -5.12 -2.74 -2.81
N -2.14 -4.24 -2.58
C -0.74 -4.66 -2.65
C -0.77 -6.14 -2.29
C -2.08 -6.59 -2.93
C -3.01 -5.41 -2.67
N -3.32 -3.29 -0.34
C -3.96 -2.18 0.38
C -3.82 -2.51 1.88
C -3.15 -3.89 1.91
C -2.38 -3.90 0.59
H -2.52 -1.87 -4.25
H -3.24 -0.37 -3.67
H -4.27 -1.68 -5.85
H -5.31 -0.79 -4.72
H -4.71 -3.77 -4.68
H -6.31 -3.00 -4.63
H -5.17 -3.68 -2.25
H -5.92 -2.07 -2.45
H -0.14 -4.06 -1.97
H -0.36 -4.52 -3.67
H -0.82 -6.27 -1.21
H 0.10 -6.68 -2.67
H -2.47 -7.52 -2.53
H -1.93 -6.72 -4.01
H -3.57 -5.55 -1.74
H -3.74 -5.29 -3.48
H -5.00 -2.12 0.06
H -3.46 -1.24 0.15
H -4.79 -2.52 2.37
H -3.19 -1.78 2.37
H -3.90 -4.67 1.91
H -2.50 -4.02 2.77
H -2.12 -4.91 0.27
H -1.46 -3.31 0.68


(4)
C47H64N4O12 | ωB97M-V/def2-TZVPD

Properties
- Gap between HOMO and LUMO: 6.626 eV
- Electronic energy: -80308.25540 eV
- E_HOMO: -0.25526 hartree
- Net charge: 0

Atoms and positions in Å:
C -6.46 -4.51 0.96
H -5.65 -5.16 0.59
O -6.02 -3.22 1.27
C -5.51 -2.48 0.16
C -5.78 -1.04 0.47
C -5.82 -0.03 -0.38
O -5.67 -0.18 -1.73
C -5.18 0.91 -2.48
C -5.73 0.78 -3.90
H -5.38 1.62 -4.50
H -5.36 -0.15 -4.32
H -6.81 0.77 -3.86
O -5.53 2.15 -1.91
C -4.39 2.73 -1.42
C -3.22 2.04 -1.75
C -1.95 2.53 -1.32
C -0.72 1.96 -1.71
C 0.49 2.47 -1.22
C 0.48 3.52 -0.26
C -0.71 4.15 0.07
C -1.95 3.68 -0.48
C -3.18 4.34 -0.17
C -4.41 3.88 -0.66
C -5.68 4.61 -0.33
H -5.63 5.62 -0.72
H -6.53 4.09 -0.76
H -5.79 4.69 0.75
O -3.25 5.43 0.59
H -2.35 5.65 0.91
O -0.76 5.23 0.90
H 0.15 5.42 1.31
N 1.73 3.80 0.31
C 2.17 4.54 1.34
O 1.56 5.45 1.90
C 3.54 4.13 1.78
C 3.77 2.86 2.16
C 2.76 1.83 2.22
C 2.98 0.54 2.48
C 1.86 -0.46 2.53
H 0.92 0.09 2.40
C 1.87 -1.16 3.89
H 0.96 -1.73 4.04
H 2.73 -1.82 3.97
H 1.93 -0.41 4.68
C 2.03 -1.44 1.34
O 2.28 -0.71 0.16
H 1.43 -0.33 -0.12
C 0.87 -2.44 1.09
C 1.06 -3.73 1.88
H 0.87 -3.59 2.94
H 2.08 -4.07 1.77
H 0.41 -4.51 1.51
H 0.97 -2.70 0.02
C -0.51 -1.76 1.21
C -1.69 -2.71 0.89
C -2.02 -3.63 2.08
H -3.07 -3.55 2.34
H -1.45 -3.35 2.96
H -1.81 -4.67 1.86
H -1.41 -3.30 0.02
C -2.97 -1.93 0.52
H -2.74 -1.14 -0.21
C -4.03 -2.86 -0.11
C -3.76 -2.97 -1.61
H -3.96 -2.02 -2.11
H -2.73 -3.24 -1.81
H -4.40 -3.73 -2.06
H -3.90 -3.85 0.33
O -3.48 -1.31 1.71
C -3.28 -0.02 1.91
O -2.65 0.71 1.17
C -3.93 0.45 3.18
H -3.19 0.96 3.80
H -4.70 1.17 2.93
H -4.36 -0.39 3.72
H -0.65 -1.39 2.24
O -0.44 -0.67 0.31
H -1.16 -0.04 0.49
H 2.95 -2.02 1.52
H 3.97 0.17 2.65
H 1.74 2.15 2.05
H 4.76 2.58 2.49
C 4.56 5.22 1.84
H 5.48 4.88 2.31
H 4.15 6.06 2.40
H 4.79 5.58 0.83
H 2.43 3.18 -0.13
C 1.69 1.89 -1.77
N 2.88 2.19 -1.36
N 4.01 1.83 -1.95
C 5.17 1.88 -1.10
H 6.03 2.19 -1.70
C 5.45 0.49 -0.50
N 5.65 -0.45 -1.59
C 4.42 -0.55 -2.36
H 3.56 -0.83 -1.73
H 4.54 -1.29 -3.15
C 4.14 0.82 -2.98
H 4.98 1.12 -3.61
H 3.23 0.79 -3.59
C 6.26 -1.71 -1.19
C 6.90 -2.43 -2.39
H 6.50 -2.03 -3.32
H 7.98 -2.29 -2.41
C 6.52 -3.90 -2.24
H 7.23 -4.41 -1.59
H 6.50 -4.43 -3.20
C 5.15 -3.86 -1.56
H 4.38 -3.60 -2.29
H 4.88 -4.81 -1.11
C 5.30 -2.74 -0.54
H 4.35 -2.29 -0.27
H 5.76 -3.14 0.37
H 7.04 -1.44 -0.47
H 4.59 0.21 0.14
H 6.35 0.53 0.11
H 5.00 2.61 -0.30
H 1.51 1.19 -2.58
O -0.62 0.94 -2.58
H -1.49 0.51 -2.76
C -3.63 0.88 -2.46
O -3.00 -0.06 -2.96
H -6.02 0.98 -0.04
H -6.01 -0.85 1.51
H -6.09 -2.76 -0.74
H -6.85 -4.93 1.89
H -7.26 -4.49 0.21